No. 1
Here is a structure of composition C54H47BN10PPt at a distorted geometry from the OMol25 dataset. Energies are from the ωB97M-V functional and the def2-TZVPD basis.

CARTESIAN COORDINATES (ANGSTROEM)
C (-3.452, -2.934, -6.441)
C (-2.458, 2.451, 4.654)
H (7.343, -1.405, 1.983)
N (-1.503, -1.228, 2.186)
C (-2.634, -1.923, 2.015)
C (2.233, -5.255, 1.744)
H (-5.018, -5.297, -0.463)
H (2.310, 1.277, 0.701)
H (-0.324, -0.217, 5.122)
C (4.060, 1.346, -2.030)
C (1.894, 0.939, 3.908)
N (-1.020, -1.530, 3.408)
H (-3.742, -3.341, 3.322)
H (-4.233, 1.421, 5.293)
C (1.320, -3.163, 1.032)
C (-2.948, -2.312, -1.820)
C (-0.536, 5.115, 1.531)
C (1.014, 4.604, -1.041)
H (-2.673, 5.228, 1.388)
N (3.237, 0.278, -1.451)
B (0.152, -0.882, 4.228)
C (-3.887, 1.191, 3.186)
C (-1.849, -2.402, 3.997)
C (7.314, -1.754, -1.390)
H (5.099, 1.044, -1.997)
C (-1.632, 2.762, 3.583)
C (3.396, -4.967, 1.039)
H (8.839, -2.004, 0.101)
H (2.049, 4.636, -0.707)
H (-4.717, -1.819, -2.942)
H (4.965, -0.856, 1.547)
H (-0.762, 8.488, 3.414)
H (-1.346, 1.842, -5.067)
C (-2.795, -2.520, -5.291)
H (3.947, 2.266, -1.461)
C (-2.902, -2.687, 3.142)
H (3.378, 2.313, 2.991)
C (5.134, -1.126, -0.574)
C (-5.005, -3.574, -1.750)
H (0.856, -1.782, 4.641)
C (0.101, 2.280, -0.639)
H (4.433, -3.572, -0.213)
H (0.299, 1.234, -4.863)
C (-4.264, -2.510, -2.241)
N (-1.177, -0.546, -1.665)
N (0.253, 3.591, -0.307)
C (-1.049, 2.604, 1.165)
C (6.962, -1.420, 0.968)
C (0.619, 5.738, 1.999)
C (1.180, -4.349, 1.731)
C (-0.698, 7.544, 2.885)
H (-3.196, -1.829, 1.100)
H (0.565, 5.576, -0.870)
H (-3.376, -3.966, -6.762)
H (3.773, 1.528, -3.063)
C (1.896, 0.283, -1.371)
N (-1.140, 0.212, -3.728)
C (5.983, -1.443, -1.633)
C (-0.743, 0.947, -4.935)
N (1.016, 0.091, 3.359)
H (-2.219, 2.820, 5.645)
H (0.260, -4.560, 2.266)
C (-2.400, -3.190, -0.889)
C (2.594, 1.576, 2.896)
H (-1.377, -3.052, -0.567)
H (0.989, 4.381, -2.101)
N (1.476, -0.785, -0.720)
N (1.115, 0.145, 2.019)
C (0.539, 6.949, 2.673)
P (0.768, 1.497, -2.129)
C (-2.120, -1.226, -2.388)
C (-1.774, 5.717, 1.747)
H (-2.211, -3.225, -4.709)
H (-4.895, -0.002, -7.330)
H (5.596, -1.469, -2.647)
H (1.584, 5.259, 1.858)
C (-0.464, 3.808, 0.850)
H (7.968, -2.008, -2.216)
C (-4.443, -4.455, -0.832)
H (-1.636, -2.762, 4.993)
C (-3.141, -4.255, -0.398)
H (-0.745, 3.367, 3.739)
C (-0.584, 0.312, -2.486)
C (2.057, 1.048, 1.725)
H (1.440, 7.420, 3.047)
Pt (-0.303, -0.603, 0.574)
H (-6.027, -3.714, -2.081)
C (-1.854, 6.927, 2.421)
C (-4.302, -0.708, -6.763)
H (-2.820, 7.386, 2.590)
H (1.969, 1.021, 4.983)
H (-4.771, 0.584, 3.027)
C (-3.647, -0.293, -5.610)
C (7.803, -1.748, -0.089)
C (-4.198, -2.028, -7.183)
C (3.699, -0.848, -0.790)
C (3.526, -3.770, 0.345)
H (0.503, -2.445, 0.983)
H (4.211, -5.681, 1.026)
H (-3.287, 1.129, 1.121)
N (-0.675, 1.677, 0.227)
C (-2.880, -1.193, -4.873)
H (-0.874, 0.306, -5.799)
C (2.488, -2.836, 0.352)
H (-2.698, -4.931, 0.324)
C (5.632, -1.108, 0.727)
C (2.586, -1.531, -0.356)
C (-2.126, -0.755, -3.677)
C (-1.924, 2.280, 2.308)
H (-4.702, -2.351, -8.087)
H (2.146, -6.185, 2.295)
C (-3.587, 1.665, 4.457)
H (-3.751, 0.732, -5.267)
C (-3.054, 1.493, 2.117)

Summary:
Max |F|, eV/Å: 2.0
Gap between HOMO and LUMO (spin up / spin down), eV: 7.30 / 7.43
Total energy, eV: -84871.02278
Net charge: +1
E_LUMO (spin up / spin down), eV: -2.73 / -2.58

These are the Löwdin partial charges, in e, on atoms 1 to 8: number 1, C, carries -0.062; number 2, C, carries -0.068; number 3, H, carries 0.111; number 4, N, carries -0.115; number 5, C, carries -0.166; number 6, C, carries -0.073; number 7, H, carries 0.107; number 8, H, carries 0.089

***

No. 2
Here is a structure of composition C40H106Br12N15O11P5 at a distorted geometry from the OMol25 dataset. Energies are from the ωB97M-V functional and the def2-TZVPD basis.

CARTESIAN COORDINATES (ANGSTROEM)
C (1.890, 3.007, -4.777)
C (-2.058, -6.236, -0.610)
H (5.697, 2.529, -0.267)
C (-0.025, 3.560, 2.795)
O (-1.280, 0.844, 2.042)
H (0.390, 1.051, 8.315)
C (4.380, 4.505, 3.584)
H (5.263, 4.658, -1.658)
Br (1.480, -1.192, 8.530)
H (-6.076, -5.067, 5.850)
C (-0.635, 0.095, -1.193)
Br (5.128, 5.425, 5.167)
H (-4.070, -2.786, -3.653)
H (-6.997, -3.620, 5.419)
H (-3.183, -0.632, 3.681)
C (-6.703, -2.976, 2.188)
C (-5.482, -4.641, 0.869)
H (-2.529, -3.003, -4.495)
H (0.509, -8.894, -1.439)
C (-4.451, 3.766, 0.121)
Br (6.374, -4.115, -1.898)
H (-4.696, -4.122, 0.307)
Br (-1.968, 6.454, 1.200)
C (-2.257, -2.528, 2.165)
H (-5.220, -2.580, -6.096)
P (-4.348, -3.930, 3.175)
N (0.491, -4.808, 0.506)
H (2.006, 1.311, -0.661)
Br (3.330, 2.951, 4.018)
C (-6.143, -2.228, -5.636)
H (-5.007, 2.343, -1.952)
O (1.669, -5.338, -1.810)
H (-4.278, -0.596, 2.274)
H (6.668, 6.901, 2.552)
H (-1.549, 2.405, -2.096)
N (1.155, -7.294, -0.098)
H (-3.098, 3.813, 2.682)
H (-4.826, -1.186, 3.902)
H (-3.651, -4.544, 6.176)
C (-6.262, -4.340, 5.057)
H (-0.960, -5.127, 2.039)
H (-0.450, 5.370, -0.620)
N (6.134, 4.504, 0.269)
C (8.858, 4.618, -1.618)
H (4.182, -0.122, -1.957)
C (5.723, 5.303, -0.909)
O (-3.408, -5.052, 3.022)
H (4.319, 3.463, 0.426)
C (9.699, 3.020, -0.016)
H (-4.402, -2.996, 6.666)
N (8.012, 6.315, 0.951)
H (-1.864, -1.527, 2.011)
O (4.065, 0.435, -3.955)
H (5.170, 4.160, 2.930)
H (4.912, 5.926, -0.513)
H (3.197, -7.593, -0.433)
Br (3.807, -2.772, -0.539)
H (-3.186, -3.075, 5.374)
H (8.074, 4.147, -2.216)
O (-4.253, 3.781, -1.188)
H (9.798, 4.330, -2.084)
H (-1.945, -6.629, -3.157)
H (-3.849, 0.107, -1.317)
Br (0.712, 7.507, -0.193)
H (-6.394, -2.029, 1.740)
H (-6.668, -3.090, -5.226)
H (1.614, 3.392, -5.750)
H (-6.753, -1.767, -6.416)
H (2.597, -8.175, 1.204)
H (-7.509, -1.693, -3.419)
C (1.167, 3.709, 0.653)
H (5.032, -1.161, -3.094)
H (-1.775, -6.116, 0.435)
H (0.679, -1.263, 2.301)
H (-5.119, 2.644, -3.762)
N (-0.634, 1.383, -0.529)
O (-3.404, 3.192, 0.699)
O (-4.681, 0.870, -5.747)
H (9.818, 6.351, 2.060)
H (0.429, -6.222, 1.980)
C (-3.104, -2.328, -3.859)
P (-0.235, 1.356, 1.125)
H (-1.441, 3.317, -0.575)
C (0.350, -3.410, 0.156)
H (0.253, -0.524, -1.065)
N (-3.219, -1.034, -4.532)
H (-0.545, -8.505, -0.081)
H (-2.525, -7.205, -0.781)
H (-2.895, 2.063, 2.274)
H (-7.832, -0.581, -4.846)
H (9.478, 2.538, 0.936)
P (-4.636, -0.112, -4.638)
C (-4.010, -1.140, 3.180)
Br (5.422, -4.978, 0.995)
N (0.313, 2.908, 1.523)
H (1.496, 0.056, 3.126)
H (-6.661, -4.902, 4.215)
C (-1.640, 2.339, -1.014)
C (4.782, -0.128, -2.862)
C (-4.639, 2.103, -2.948)
H (0.879, -9.353, 0.240)
H (0.576, -4.478, 2.550)
H (2.808, -0.166, -0.184)
C (-3.469, 2.972, 2.097)
C (2.524, -7.434, 0.412)
H (-2.366, -3.052, 1.215)
H (2.326, -1.085, 1.993)
H (-5.123, 5.473, -2.045)
C (2.272, 0.697, 0.202)
P (7.675, 4.664, 0.924)
N (-5.694, -4.010, 2.167)
H (9.966, 6.389, 0.246)
H (4.276, -5.166, -1.256)
C (-4.758, -0.101, -1.891)
H (-2.752, -5.405, -0.771)
N (1.154, 0.427, 1.080)
H (-5.279, -5.710, 0.833)
H (2.974, 1.343, 0.747)
Br (-1.900, 6.828, -2.000)
H (9.440, 7.813, 1.109)
Br (0.548, 0.431, 5.868)
N (-0.871, -6.065, -1.432)
H (-6.376, -4.516, 0.252)
C (-2.032, -0.670, -5.278)
H (-5.083, 3.977, -2.989)
H (-6.274, 4.173, -1.697)
C (-5.251, 4.392, -1.996)
N (-5.879, -1.230, -4.593)
O (2.815, 1.912, -4.868)
H (0.943, -3.121, -0.707)
C (0.119, -5.185, 1.852)
H (-2.612, 1.977, -0.675)
H (0.916, 4.762, 0.788)
H (-1.033, -5.091, -3.263)
H (9.638, 2.212, -0.750)
C (0.503, -8.554, -0.400)
C (5.394, 3.278, 0.466)
P (0.682, -5.844, -0.813)
H (-2.242, 0.173, -5.947)
C (-0.850, 6.350, -0.399)
C (1.436, -0.480, 2.174)
H (-7.138, 0.014, -3.331)
H (-2.586, -2.090, -2.920)
H (0.850, 3.466, -0.367)
Br (3.312, 5.789, 2.573)
H (0.603, -2.842, 1.057)
H (10.719, 3.408, -0.036)
H (-1.271, -0.167, -4.668)
H (2.831, -6.486, 0.863)
H (-4.751, -1.167, -2.111)
O (-5.453, 4.153, 0.671)
C (4.818, -4.389, -0.731)
C (3.415, 1.561, -3.743)
H (-4.464, 2.772, 2.497)
H (6.556, 5.909, -1.246)
C (1.164, 0.589, 7.720)
C (-7.180, -0.836, -4.009)
H (5.545, 2.898, 1.479)
H (-6.953, -2.716, 3.221)
N (-4.973, -3.712, 4.707)
H (-7.663, -3.309, 1.793)
O (3.351, 2.141, -2.682)
N (8.732, 4.098, -0.239)
H (-3.586, 2.395, -2.994)
C (-1.022, -6.117, -2.884)
H (1.076, 2.658, -4.144)
N (-3.564, -2.498, 2.842)
H (-0.224, 2.829, 3.583)
H (8.770, 5.703, -1.587)
H (5.739, 0.358, -2.672)
C (9.409, 6.723, 1.120)
C (6.971, 7.165, 1.534)
H (-0.682, -3.098, -0.056)
H (-1.449, -0.532, -0.806)
H (2.234, 3.541, 0.783)
H (0.824, 4.132, 3.158)
H (6.083, 7.136, 0.902)
H (-0.773, 0.199, -2.271)
N (-4.717, 0.654, -3.137)
H (-1.659, -1.487, -5.892)
C (-4.042, -3.586, 5.826)
O (7.872, 3.983, 2.218)
H (7.362, 8.182, 1.541)
H (-0.933, 4.152, 2.663)
H (-1.581, -3.054, 2.843)
H (-0.197, -6.612, -3.397)
H (2.360, 3.825, -4.228)
Br (2.791, 1.646, 7.939)
H (-5.638, 0.179, -1.309)

Summary:
Max |F|, eV/Å: 2.7
Gap between HOMO and LUMO, eV: 7.93
Energy relative to the best compared isomer or geometry (same formula, charge and spin), eV: 0.000
Total energy, eV: -975031.68213
Net charge: 0
E_LUMO, eV: -0.37

These are the Löwdin partial charges, in e, on atoms 1 to 8: number 1, C, carries -0.019; number 2, C, carries -0.098; number 3, H, carries 0.089; number 4, C, carries -0.126; number 5, O, carries -0.287; number 6, H, carries -0.033; number 7, C, carries -1.530; number 8, H, carries 0.082